Entry 1:
Computed, not measured: a structure of composition C22H15BF4FeN3O8 in a non-equilibrium geometry, with ωB97M-V/def2-TZVPD.

XYZ file:
```
54
Properties=species:S:1:pos:R:3
Fe 8.74690 16.51772 13.96498
O 9.20548 17.08567 15.72402
C 10.26444 16.72131 16.40805
C 10.21091 16.44581 17.80650
C 11.33453 16.50572 18.63773
C 12.60328 16.73794 18.15965
C 12.74004 16.89652 16.79732
C 11.59986 16.72774 15.92937
C 11.76879 16.58248 14.58229
N 10.85512 16.37094 13.63298
N 11.34982 16.19247 12.40466
C 10.30053 16.08576 11.54329
O 9.07605 16.09446 11.93110
C 10.62890 15.94206 10.10967
C 11.93261 15.78690 9.60778
C 12.11308 15.38823 8.29531
C 11.03983 15.14934 7.46159
C 9.76306 15.45193 7.90390
C 9.56918 15.84272 9.21744
H 9.24909 16.26003 18.29578
H 11.19173 16.42924 19.73615
H 13.47964 16.86793 18.81861
H 13.70274 17.12888 16.38337
H 12.78360 16.59435 14.10413
H 12.82128 15.90455 10.25139
H 13.11290 15.21064 7.93499
H 11.25081 14.79730 6.43514
H 8.93111 15.47268 7.20483
H 8.58437 16.10454 9.58163
F 5.25727 16.30675 14.46019
B 5.54046 17.59904 13.93136
F 5.40900 18.60677 14.92337
F 4.81378 17.82821 12.68665
F 7.04912 17.54416 13.47694
O 8.66522 20.60889 13.99634
N 8.56486 19.46424 13.61344
O 9.51660 18.67929 13.33834
O 7.00523 13.83946 12.65398
C 7.91171 13.75509 13.47694
O 8.37480 14.70484 14.29628
C 8.58009 12.45496 13.78356
C 9.88246 12.44448 14.27088
C 10.61755 11.26660 14.41122
C 9.93033 10.07279 14.17593
O 10.33245 8.79669 14.49597
C 9.21032 7.94088 14.06452
O 8.15790 8.77182 13.57228
C 8.57359 10.07760 13.74293
C 7.86729 11.25656 13.51495
H 10.37010 13.38383 14.56296
H 11.63570 11.30750 14.79869
H 8.87098 7.39730 14.97531
H 9.52429 7.29609 13.24660
H 6.84185 11.39363 13.17238
```

Properties
total charge = -2
multiplicity = 6
orbital gap (alpha / beta) = 0.1794 / 0.1764 hartree

=====

Entry 2:
Computed, not measured: a structure of composition C21H23AsCoN2O2, with ωB97M-V/def2-TZVPD.

XYZ file:
```
50
Properties=species:S:1:pos:R:3
Co 0.58128 -0.42184 0.82453
O -3.29609 -0.38153 0.20911
C -2.10608 -0.15571 0.30083
O -1.15294 -1.02746 0.42376
C -1.62033 1.28360 0.31871
C -2.49020 2.35447 0.21447
C -1.96244 3.63127 0.29106
C -0.59617 3.80139 0.46887
C 0.20642 2.67718 0.56099
N -0.30565 1.44710 0.48237
H -3.54298 2.14703 0.08510
H -2.61385 4.49332 0.21845
H -0.15181 4.78504 0.53318
H 1.27925 2.74426 0.68920
C 5.26563 -2.85478 2.71473
C 5.69658 -1.81530 1.90266
C 4.79331 -0.99683 1.23834
C 3.41409 -1.18863 1.37305
C 2.99302 -2.26133 2.16494
C 3.89866 -3.07288 2.82959
N 2.46469 -0.41433 0.69084
C 2.89858 0.80416 0.10288
C 2.57215 1.07256 -1.22211
C 2.85977 2.30828 -1.79673
C 3.50517 3.28686 -1.05879
C 3.85776 3.02089 0.26376
C 3.55561 1.79806 0.83888
H 5.97331 -3.49241 3.22682
H 6.75692 -1.63551 1.77170
H 5.16497 -0.20686 0.60037
H 1.93599 -2.49008 2.22696
H 3.52612 -3.89437 3.43055
H 2.08814 0.29433 -1.80105
H 2.58462 2.49641 -2.82701
H 3.74126 4.24505 -1.50287
H 4.36400 3.77486 0.85432
H 3.81618 1.59881 1.87161
C 1.24880 -0.54259 4.55498
As -0.01645 -0.71479 3.11745
C -0.80099 -2.46486 3.38375
C -1.45332 0.44130 3.69771
H 0.82310 -0.97927 5.45786
H 1.46132 0.51204 4.72296
H 2.17120 -1.05402 4.28787
H -0.74589 -2.74120 4.43572
H -0.28234 -3.20286 2.77621
H -1.83747 -2.42660 3.05435
H -1.72311 0.19306 4.72393
H -2.31876 0.29298 3.05360
H -1.12953 1.47943 3.64246
```

Properties
multiplicity = 2
orbital gap (alpha / beta) = 0.2615 / 0.2737 hartree

=====

Entry 3:
Computed, not measured: an isolated molecule of C3H6OS in a non-equilibrium geometry, with ωB97M-V/def2-TZVPD.

XYZ file:
```
11
Properties=species:S:1:pos:R:3
C -2.22244 -0.30145 -0.46882
C -1.09812 -0.48651 0.59105
C 0.17513 0.38490 0.21429
O 0.10579 1.63151 0.02817
S 1.58113 -0.52093 -0.10491
H -2.46567 0.81844 -0.44207
H -3.00283 -1.00612 -0.11845
H -1.90907 -0.53793 -1.55352
H -0.80213 -1.56228 0.61374
H -1.52362 -0.23047 1.55331
H 2.43157 0.21955 -0.61886
```

Properties
structure (SMILES) = CCC(=O)S
orbital gap = 0.3892 hartree

=====

Entry 4:
Computed, not measured: a cluster of 2 separate species, C4H7N3O3P in total in a non-equilibrium geometry, with ωB97M-V/def2-TZVPD.

XYZ file:
```
18
Properties=species:S:1:pos:R:3
C 2.31375 -0.48977 -0.44093
C 1.80399 0.74411 -0.33938
C 1.36406 -1.62020 -0.13445
C -0.20395 -0.12389 0.61303
N 0.24709 -1.43434 0.31246
N 0.57615 0.93949 0.10720
N -0.11183 2.16505 0.07953
O -2.66687 -1.59785 0.35816
O -2.76962 0.97588 0.62014
O -1.83606 0.05641 -1.51401
P -1.98422 -0.07087 -0.05554
H 3.25641 -0.64583 -0.78329
H 2.16742 1.66879 -0.72247
H 1.72231 -2.61332 -0.52915
H -0.19511 -0.05676 2.08401
H -2.28342 -1.98457 -0.40884
H -0.43150 2.33074 1.05362
H -0.96859 1.75694 -0.30009
```

Properties
total charge = -1
multiplicity = 3
orbital gap (alpha / beta) = 0.1836 / 0.2652 hartree

=====

Entry 5:
Computed, not measured: an isolated molecule of C6H9NS in a non-equilibrium geometry, with ωB97M-V/def2-TZVPD.

XYZ file:
```
17
Properties=species:S:1:pos:R:3
C 1.07141 1.73156 -1.65835
C 0.75640 1.70012 -0.38634
C 0.29593 1.68648 0.83265
C 0.24348 0.56482 1.67964
C 0.30928 -0.70433 1.33673
C 0.53514 -1.22242 0.09369
S -0.75861 -0.66445 -1.10780
N -1.97266 -1.84268 -0.55892
H 0.42478 1.82337 -2.40433
H 2.07080 1.99641 -2.09025
H 0.00948 2.64383 1.24156
H 0.00168 0.69909 2.74407
H 0.21003 -1.40300 2.09745
H 1.38654 -1.08966 -0.58164
H 0.41485 -2.29725 0.17934
H -2.34196 -2.29411 -1.37828
H -2.65659 -1.32778 -0.03923
```

Properties
structure (SMILES) = C=C=C/C=C\CSN
orbital gap = 0.3339 hartree

=====

Entry 6:
Computed, not measured: a cluster of 4 separate species, C21H31IN2O13S3 in total in a non-equilibrium geometry, with ωB97M-V/def2-TZVPD.

XYZ file:
```
71
Properties=species:S:1:pos:R:3
C -0.76647 2.23407 -3.01634
O 0.03986 2.73733 -4.16836
C 1.42221 3.04375 -3.67091
C 1.43039 4.64298 -3.31009
C 2.33958 5.05195 -2.00233
C 2.03591 4.12796 -0.67379
C 0.61936 4.48151 0.14058
C 0.31682 3.52509 1.46021
C 1.31469 2.28165 1.94660
N 0.87908 1.50558 3.15690
C 1.85945 0.43051 3.53081
C 1.51868 -0.46696 4.88575
C 0.86267 -1.93492 4.56627
C 1.52810 -2.73467 3.29900
I -1.30091 -1.77069 4.28172
C 3.22114 0.14876 2.68498
N 3.68081 0.87329 1.45047
C 2.68790 1.95680 1.13893
C 3.02691 2.91862 -0.18132
H -1.90485 2.38383 -3.24426
H -0.49329 1.09892 -2.76759
H -0.54884 2.84495 -2.01945
H 2.13862 2.73655 -4.55717
H 1.63447 2.32858 -2.76742
H 1.78928 5.22616 -4.27168
H 0.30042 4.95528 -3.10525
H 3.49225 5.11281 -2.22638
H 2.01143 6.16012 -1.70628
H -0.09188 5.35620 -0.22172
H -0.68399 3.74027 2.07333
H 0.68581 0.14645 5.47915
H 2.47268 -0.49546 5.57048
H 1.06606 -2.61263 5.52779
H 1.25347 -2.25067 2.26374
H 1.05587 -3.82345 3.28331
H 2.69748 -2.80833 3.41534
H 3.92484 -0.73093 3.07954
H 4.01024 2.74077 -0.80228
O -2.44275 -1.94946 0.17562
S -1.90433 -1.60396 -1.12124
O -1.56465 -0.25141 -1.49757
O -2.88636 -2.22929 -2.26251
C -2.14245 -3.11664 -3.09582
C -1.02178 -3.66090 -2.21400
O -0.61319 -2.55877 -1.40707
H -1.73927 -2.53912 -3.93395
H -2.78842 -3.91081 -3.47959
H -0.18132 -4.04403 -2.79762
H -1.39118 -4.44815 -1.54833
O 2.80824 -5.86120 7.93903
S 1.55322 -5.22955 7.59688
O 1.34729 -3.80136 7.66213
O 0.36753 -5.96414 8.44092
C -0.59445 -6.50540 7.53712
C 0.17782 -6.81685 6.25793
O 1.11005 -5.74759 6.11510
H -1.36086 -5.74412 7.35934
H -1.06063 -7.39681 7.96529
H -0.47359 -6.87997 5.38303
H 0.74504 -7.74840 6.35697
O -4.18450 1.96976 -8.90924
S -3.95622 3.17215 -8.13899
O -4.22619 4.49649 -8.64856
O -2.42597 3.13373 -7.57795
C -2.44004 3.20050 -6.15298
C -3.76583 2.57459 -5.72845
O -4.71206 3.00784 -6.70298
H -2.39033 4.25443 -5.86089
H -1.58033 2.66778 -5.73780
H -4.07249 2.88733 -4.72749
H -3.71624 1.48131 -5.76864
```

Properties
structure (SMILES) = COCCCc1ccc2nc(C[C@H](C)I)cnc2c1.O=S1(=O)OCCO1.O=S1(=O)OCCO1.O=S1(=O)OCCO1
orbital gap = 0.2651 hartree